{
  "formula": "C6H13NO",
  "method": "the ωB97M-V functional and the def2-TZVPD basis",
  "spin_multiplicity": 1,
  "gap_ev": 9.23,
  "relative_energy_ev": 3.052,
  "symbols": ["C", "C", "H", "H", "C", "H", "H", "H", "C", "H", "H", "H", "H", "H", "H", "H", "H", "O", "C", "C", "N"],
  "xyz": [[-0.231, 0.024, 0.597], [-1.099, -0.288, -0.760], [2.060, 1.208, 1.711], [1.327, -1.355, 0.206], [2.084, 0.125, 1.573], [-0.401, 1.505, 0.032], [1.943, 1.326, -0.756], [3.121, -0.197, 1.463], [-1.325, 1.162, -0.887], [-3.242, -0.656, -0.622], [-2.306, -2.035, -1.160], [-0.435, -0.664, -1.535], [-2.385, -1.605, 0.504], [-1.093, 1.585, -1.858], [-2.186, 1.553, -0.356], [1.665, -0.341, 2.462], [2.552, -0.105, -1.254], [-0.747, -0.150, 1.696], [-2.293, -1.172, -0.491], [1.273, -0.269, 0.337], [1.718, 0.348, -0.903]],
  "mulliken_charge": [0.22, 0.47, 0.32, 0.33, -1.47, 0.11, 0.25, 0.41, -1.16, 0.31, 0.31, 0.53, 0.35, 0.32, 0.42, 0.35, 0.26, -0.65, -1.36, 0.22, -0.53]
}


{
  "formula": "C3H9N2",
  "method": "the ωB97M-V functional and the def2-TZVPD basis",
  "charge": 2,
  "spin_multiplicity": 2,
  "s_squared": 0.897,
  "gap_ev": [6.90, 7.38],
  "relative_energy_ev": 9.236,
  "symbols": ["H", "H", "H", "H", "C", "N", "H", "C", "N", "C", "H", "H", "H", "H"],
  "xyz": [[2.418, 1.125, -0.122], [1.619, -0.701, 1.087], [-2.210, 1.308, -0.190], [0.572, 1.612, -0.458], [0.895, -0.133, 0.723], [0.039, -1.255, 0.191], [-1.739, -1.204, -0.937], [-1.691, -0.517, -0.104], [-1.427, 0.772, -0.329], [1.363, 0.930, -0.344], [-2.278, -0.812, 0.822], [0.654, -1.809, -0.432], [0.171, 0.296, 1.425], [1.613, 0.387, -1.332]],
  "mulliken_charge": [0.33, 0.46, 0.28, 0.42, -0.57, -0.04, 0.36, -0.04, -0.07, -0.69, 0.40, 0.38, 0.43, 0.37]
}


{
  "formula": "C9H12N2O",
  "method": "the ωB97M-V functional and the def2-TZVPD basis",
  "spin_multiplicity": 1,
  "gap_ev": 8.94,
  "relative_energy_ev": 3.517,
  "smiles": "OC1=NNCC1.c1ccccc1",
  "symbols": ["H", "H", "H", "C", "H", "N", "H", "H", "H", "C", "C", "N", "H", "C", "O", "H", "C", "H", "C", "C", "H", "H", "C", "C"],
  "xyz": [[1.850, 3.425, 0.597], [-2.868, -0.352, -1.036], [-0.237, 1.528, -0.711], [1.695, 0.907, -1.087], [1.971, -0.282, -2.445], [2.205, 1.175, 0.971], [-1.070, -1.089, -2.133], [-3.361, -0.877, 1.212], [0.736, 2.706, -1.314], [1.307, 2.373, 0.669], [-0.128, -2.150, -0.425], [2.641, 0.668, -0.247], [3.031, 1.234, 1.516], [-0.420, -2.680, 0.831], [1.535, 0.557, -2.389], [0.369, -3.194, 1.206], [-1.120, -1.462, -1.172], [-1.801, -2.753, 2.451], [0.679, 1.936, -0.688], [-1.701, -2.379, 1.419], [0.654, 2.333, 1.635], [0.770, -2.245, -0.941], [-2.474, -1.362, 0.784], [-2.223, -0.991, -0.552]],
  "mulliken_charge": [0.21, 0.49, 0.24, 0.54, 0.40, -0.20, 0.42, 0.35, 0.37, -0.33, -0.21, -0.67, 0.24, -0.45, -0.50, 0.46, -0.59, 0.29, -0.55, -0.57, 0.25, 0.41, -0.34, -0.27]
}


{
  "formula": "C25H48Cl2O2P2V",
  "method": "the ωB97M-V functional and the def2-TZVPD basis",
  "spin_multiplicity": 2,
  "s_squared": 0.826,
  "gap_ev": [5.10, 5.02],
  "symbols": ["H", "C", "H", "C", "H", "H", "C", "H", "H", "C", "H", "H", "C", "Cl", "H", "H", "V", "H", "H", "H", "C", "H", "C", "H", "H", "H", "H", "H", "C", "H", "H", "H", "C", "C", "H", "C", "C", "H", "H", "H", "H", "H", "C", "H", "Cl", "H", "H", "H", "C", "O", "H", "H", "H", "H", "H", "H", "C", "C", "H", "O", "C", "C", "H", "C", "C", "H", "H", "C", "H", "H", "C", "P", "C", "H", "H", "C", "H", "P", "H", "C"],
  "xyz": [[1.246, -1.392, 3.441], [3.028, 1.204, -1.736], [-1.047, -3.158, 4.545], [-0.724, 1.847, -3.620], [-2.757, 1.175, -3.761], [3.161, 0.129, -1.536], [-3.536, -3.822, 2.007], [6.005, 0.943, 1.345], [-0.108, 1.492, -1.213], [0.409, -5.399, 2.830], [-2.231, -3.288, 0.372], [1.491, 3.602, 0.133], [-0.717, 4.424, -1.324], [0.306, -1.060, -1.130], [-3.453, -1.081, 2.117], [2.168, 1.619, 3.160], [1.148, 0.820, -0.220], [-1.324, -0.706, 5.202], [-1.251, 3.938, -4.066], [1.000, -5.023, 3.674], [3.531, 3.306, 3.200], [-0.614, 5.479, -1.038], [-0.940, 3.020, -4.581], [-1.739, 2.741, -5.278], [2.758, 3.334, -3.836], [1.725, -2.716, 1.601], [2.358, -4.367, 1.387], [2.758, 1.737, -0.780], [-0.679, -2.328, 3.922], [-0.555, -5.768, 3.202], [2.021, 2.191, -4.987], [-3.648, -1.386, 0.383], [0.198, -4.330, 1.747], [4.800, 3.779, 2.833], [-2.605, -1.272, 4.118], [0.635, 3.930, -1.842], [-1.528, -1.071, 4.188], [0.945, -6.249, 2.388], [-1.873, 0.442, -2.403], [4.025, 1.601, -1.964], [-1.015, 3.865, -0.426], [-2.444, 2.132, -2.292], [5.699, 2.926, 2.176], [1.749, 5.221, -0.532], [-0.145, 1.857, 1.334], [5.081, 4.809, 3.062], [3.637, 1.887, -4.359], [-0.285, 1.009, -4.188], [-2.025, 1.372, -2.967], [4.401, -0.931, 1.155], [6.698, 3.276, 1.910], [-0.043, 3.232, -5.175], [-4.495, -3.668, 1.498], [0.896, 4.458, -2.772], [1.417, -3.582, 0.103], [-1.517, 4.361, -2.070], [1.506, -3.711, 1.189], [3.155, 2.002, 2.884], [2.725, 3.864, -1.144], [2.249, -0.270, 1.489], [2.075, 1.443, -2.925], [3.536, -0.141, 1.554], [1.411, -2.976, 4.244], [0.813, -2.057, 4.203], [2.648, 2.271, -4.088], [2.827, 3.948, 3.735], [-3.676, -3.607, 3.073], [4.022, 1.167, 2.161], [-1.265, -0.266, 3.486], [1.787, 0.459, -3.329], [-2.480, -2.904, 1.380], [0.521, 2.189, -2.350], [1.727, 4.153, -0.793], [-2.095, -0.785, 0.985], [0.915, -1.561, 5.175], [5.317, 1.621, 1.851], [-0.342, -4.802, 0.902], [-0.911, -3.007, 2.256], [-3.249, -4.872, 1.896], [-2.941, -1.442, 1.218]],
  "mulliken_charge": [0.02, -1.66, 0.47, 0.55, 0.48, 0.31, -1.49, 0.46, -0.11, -1.60, 0.28, 0.28, -1.43, -0.57, 0.26, 0.33, 0.10, 0.52, 0.25, 0.25, -0.63, 0.46, -1.37, 0.47, 0.37, -0.22, 0.40, 0.23, 0.71, 0.33, 0.33, 0.48, 0.32, -0.42, 0.27, 0.63, -1.52, 0.51, 0.28, 0.38, 0.23, 0.28, -0.47, 0.49, -0.62, 0.39, 0.50, 0.49, -1.37, -0.74, 0.39, 0.28, 0.44, 0.69, 0.14, 0.31, -0.66, 0.07, 0.35, -0.14, 0.89, 0.08, 0.20, -1.35, -1.68, 0.40, 0.26, 0.37, 0.18, 0.69, 0.57, 0.76, -1.61, 0.11, 0.52, -0.60, 0.39, 0.14, 0.36, -1.44]
}


Total energy, record by record: -9968.1224; -6208.3937; -14552.1620; -100108.0988 eV
Max |F|, record by record: 5.5; 7.2; 5.5; 3.4 eV Å⁻¹